Record 1
C11H13NO2Si | the ωB97M-V functional and the def2-TZVPD basis

The geometry in XYZ format:
```
28
Properties=species:S:1:pos:R:3:forces:R:3
H -2.632 -2.757 -0.774 0.06 -0.07 0.12
H 4.321 2.148 1.523 0.70 0.59 0.16
N -0.493 -0.393 0.405 -1.07 0.32 -0.72
H -0.766 1.174 -1.790 0.05 0.64 -0.82
H -2.638 -2.069 -2.432 -0.32 0.53 1.02
H -2.681 0.392 1.428 -0.26 0.14 0.10
C 1.795 -0.600 0.672 0.72 2.52 0.31
H 3.330 -1.770 -0.148 0.61 0.17 0.23
C 1.397 0.685 1.159 0.10 -2.31 -0.33
H -2.311 1.908 -1.363 0.07 -0.38 -0.96
O -0.702 1.805 1.477 -0.18 -1.89 -1.24
C 3.634 1.378 1.284 2.20 -0.87 -0.98
H 1.979 2.557 1.887 0.13 0.10 0.24
C 2.333 1.599 1.534 -2.38 1.21 0.31
C -0.101 0.827 1.060 2.01 0.09 0.86
H -2.120 0.810 -2.879 -0.58 0.02 -1.32
C -1.854 1.046 -1.896 1.57 0.15 3.02
H -1.142 -2.452 -1.776 -1.20 0.38 1.01
C 3.149 -0.844 0.394 -0.35 1.52 -0.17
H -3.832 -0.796 0.962 -0.70 -0.20 -0.24
O 0.653 -2.281 -0.557 -0.96 1.88 1.57
H 5.131 0.083 0.389 0.24 0.15 -0.12
C 0.579 -1.259 0.136 1.94 -1.03 -1.01
C -2.147 -2.036 -1.424 1.57 -0.80 -2.30
C 4.095 0.245 0.617 -2.11 -2.34 0.68
C -3.270 0.033 0.577 1.35 0.89 -0.09
H -3.791 0.925 0.203 -0.57 -0.61 0.30
Si -1.914 -0.357 -0.670 -2.62 -0.78 0.38
```
Forces are in eV/Å.

Summary:
Calculated total energy = -25081.7086 eV
HOMO energy = -9.803 eV
Structure (SMILES) = C[Si](C)(C)N1C(=O)c2ccccc2C1=O
Energy above the lowest of the compared OMol25 structures with the same formula, charge and spin = 0.0 kcal/mol
Kohn-Sham gap = 0.3389 hartree

The natural (NBO) scheme yields these atomic charges, measured in e: 0.2487, 0.2174, -0.8478, 0.2279, 0.2491, 0.2479, -0.1361, 0.2378, -0.1168, 0.2544, -0.5346, -0.1989, 0.2312, -0.1739, 0.6982, 0.2518, -1.1182, 0.2830, -0.1596, 0.2419, -0.5570, 0.2231, 0.6848, -1.1662, -0.1836, -1.1244, 0.2358, 1.7841

Record 2
C17H22ClN3O3PS5W | the ωB97M-V functional and the def2-TZVPD basis

The geometry in XYZ format:
```
53
Properties=species:S:1:pos:R:3:forces:R:3
C 2.611 -0.090 -2.972 -0.05 0.00 0.01
H 1.350 -1.669 2.758 -0.02 0.00 0.01
S -0.184 2.477 1.949 0.00 -0.02 -0.05
C -1.322 -0.746 -4.143 0.05 -0.05 0.13
O -0.803 -0.750 -2.744 0.02 -0.09 -0.04
H -2.296 1.181 -4.076 -0.01 -0.01 0.02
H -2.909 -0.657 4.938 -0.01 0.00 0.00
C 1.760 2.723 3.922 -0.01 -0.14 -0.35
H 4.418 -1.661 -1.167 0.01 0.00 -0.01
C 3.022 2.322 4.465 -0.07 0.05 0.22
C 3.876 -0.790 -0.785 0.00 -0.02 0.05
H -0.549 -1.283 -4.686 -0.02 0.02 -0.01
O -3.122 -0.661 -1.905 0.02 0.00 -0.03
C -4.308 -0.452 -1.041 0.14 0.00 0.00
H -4.299 0.596 -0.743 -0.03 -0.01 -0.01
P -1.649 -0.426 -1.482 -0.28 -0.02 -0.10
H -5.506 -1.871 -2.123 0.02 -0.01 -0.01
S 2.218 -0.992 -1.446 -0.15 -0.17 -0.04
H -6.410 -0.638 -1.242 0.00 -0.01 0.01
S -1.336 1.448 -0.762 -0.04 0.24 0.01
N 4.010 1.936 4.906 0.06 -0.01 -0.09
H -0.593 1.234 -4.581 0.01 0.01 0.00
H 5.469 0.608 -1.204 0.01 0.00 -0.01
S -1.090 -1.562 0.093 0.04 -0.16 0.17
O 1.345 0.070 -0.697 0.26 0.14 -0.12
C -1.517 0.660 -4.635 -0.03 0.02 -0.05
N 0.225 4.385 5.154 -0.04 0.04 -0.04
H 1.847 0.687 -3.009 0.02 0.02 0.00
C 0.411 -1.468 3.255 -0.05 -0.06 0.14
C -1.125 -1.854 5.053 0.03 0.02 -0.06
H 3.909 1.363 -0.884 0.00 0.00 0.00
C -1.963 -0.911 4.481 0.03 0.03 -0.06
H -1.832 0.626 -5.678 0.00 0.00 0.00
N -0.406 -0.545 2.720 0.06 0.02 0.02
H -4.172 -1.089 -0.167 -0.05 0.01 0.00
Cl 1.173 -3.290 5.055 -0.04 0.04 -0.02
H -2.234 -1.336 -4.142 -0.01 0.03 -0.03
C -5.521 -0.819 -1.846 -0.06 0.01 0.03
H -1.392 -2.363 5.969 0.00 -0.01 0.01
C 0.079 -2.137 4.421 0.07 -0.02 -0.03
C 4.046 0.445 -2.852 -0.01 -0.02 -0.06
C 4.397 0.515 -1.369 -0.01 0.03 0.03
H -5.595 -0.209 -2.744 0.01 0.01 -0.01
S 2.216 1.005 1.794 0.04 -0.01 0.12
W 0.135 0.432 0.866 0.06 -0.04 -0.23
C 1.343 2.170 2.766 -0.05 0.09 0.26
H 4.122 1.413 -3.343 0.01 0.01 0.01
H -2.211 0.471 2.851 0.00 -0.02 0.02
H 3.828 -0.875 0.301 0.03 0.05 0.01
H 4.727 -0.236 -3.364 0.01 0.01 0.01
C 0.933 3.668 4.604 0.04 -0.02 0.15
H 2.455 -0.777 -3.802 0.01 0.00 -0.01
C -1.583 -0.275 3.317 -0.03 -0.01 0.05
```
Forces are in eV/Å.

Summary:
Spin multiplicity = 2
Calculated total energy = -106399.3346 eV
HOMO energy (spin up / spin down) = -14.650 / -14.790 eV
Expectation value of S² = 0.7632
Kohn-Sham gap (spin up / spin down) = 0.2435 / 0.2550 hartree
Charge = +2

The Mulliken scheme yields these atomic charges, measured in e: -0.4406, 0.5956, -0.3617, -0.2862, -0.2618, 0.3224, 0.4416, 1.0314, 0.5022, -0.1963, -0.8221, 0.3514, -0.1007, -0.1775, 0.3304, 0.8218, 0.3386, 0.3293, 0.4085, -0.3659, -0.3202, 0.2618, 0.4788, -0.4118, -0.4631, -1.0197, -0.3147, 0.1882, -0.2371, -0.1405, 0.1916, -0.8068, 0.4116, 0.0006, 0.3022, -0.1506, 0.3445, -1.3068, 0.4852, -0.1545, -0.7858, -0.4701, 0.3398, -0.4704, 1.2005, 0.6638, 0.3530, 0.5546, 0.4496, 0.3510, -0.3376, 0.5453, -0.1934

Record 3
C21H17Cl3N2O3PdS | the ωB97M-V functional and the def2-TZVPD basis

The geometry in XYZ format:
```
48
Properties=species:S:1:pos:R:3:forces:R:3
H 2.330 -2.115 2.438 -0.02 0.02 0.01
C 1.075 -0.067 -5.117 0.09 -0.15 0.05
C -4.610 1.188 -1.465 0.01 -0.06 0.00
H -3.923 2.270 0.688 -0.04 0.04 -0.04
H 2.762 -3.279 -3.739 -0.02 -0.02 -0.05
C 2.099 1.077 1.033 0.10 -0.06 -0.01
C -2.044 0.255 2.057 -0.16 -0.04 0.11
Pd -0.377 -0.555 -0.467 -0.85 0.54 0.34
H -2.296 -3.168 3.730 -0.01 0.00 -0.01
C 2.616 -1.883 -5.383 -0.03 0.04 0.02
H -2.803 1.094 3.873 0.02 -0.02 0.04
C -2.579 -1.047 3.990 -0.01 0.02 0.05
H -1.106 1.612 0.693 0.07 0.16 0.01
N -1.675 -0.851 1.395 0.54 0.08 -0.16
O -2.482 0.158 -1.155 0.38 0.07 -0.03
H -4.469 1.022 -2.529 0.05 0.00 0.01
C -3.319 0.973 -0.733 -0.24 0.07 0.16
C 2.485 -0.024 1.906 0.15 0.33 0.04
Cl 0.322 1.330 -5.740 0.02 0.04 -0.06
Cl 0.886 -2.405 -1.848 0.22 -0.63 -0.12
C 3.453 0.165 2.867 -0.32 -0.44 -0.15
H -5.336 0.457 -1.103 0.00 0.00 -0.01
H 2.217 -0.396 -6.884 0.02 0.01 0.02
H 4.229 3.445 2.320 0.00 -0.02 0.03
O 1.254 0.972 0.124 -0.37 0.25 -0.02
H -5.007 2.187 -1.294 -0.03 0.00 -0.02
H -1.499 -2.905 1.392 0.08 0.01 0.02
C 1.892 -1.344 1.786 -0.08 -0.36 0.12
C 0.761 -0.513 -3.798 -0.27 0.32 0.30
C 1.994 -0.753 -5.888 -0.04 0.09 -0.11
H 3.348 -2.405 -5.984 -0.01 0.00 -0.02
O 0.970 -1.674 1.058 0.14 0.01 -0.26
C 4.077 1.410 3.027 0.15 0.31 0.03
H -2.028 2.405 1.970 0.00 0.02 0.00
C 1.366 -1.719 -3.358 0.07 0.10 -0.28
C -2.017 1.559 1.289 0.01 -0.35 -0.04
C 3.726 2.496 2.190 0.03 0.08 0.04
H 3.734 -0.660 3.511 0.07 0.05 0.01
H -2.919 -1.118 5.015 -0.02 -0.01 -0.01
C 2.298 -2.379 -4.116 -0.09 -0.09 0.18
C -1.780 -2.045 1.983 -0.12 0.04 0.13
C -2.503 0.188 3.364 0.00 0.02 -0.13
Cl 5.259 1.619 4.219 -0.11 -0.06 -0.10
S -0.258 0.433 -2.819 0.45 -0.36 0.08
N -3.165 1.673 0.402 0.11 -0.04 -0.08
C -2.227 -2.186 3.285 -0.04 -0.03 -0.04
C 2.773 2.341 1.235 0.09 0.07 -0.06
H 2.497 3.158 0.581 -0.02 -0.03 0.00
```
Forces are in eV/Å.

Summary:
Spin multiplicity = 5
Calculated total energy = -83041.5449 eV
HOMO energy (spin up / spin down) = -14.402 / -14.676 eV
Expectation value of S² = 6.0665
Kohn-Sham gap (spin up / spin down) = 0.3010 / 0.2254 hartree
Charge = +2

The natural (NBO) scheme yields these atomic charges, measured in e: 0.1651, 0.0216, -0.7049, 0.4243, 0.2566, 0.4594, 0.1930, 1.1616, 0.2521, -0.0792, 0.2399, -0.1182, 0.2176, -0.5119, -0.6888, 0.2612, 0.7207, -0.2298, 0.1215, 0.0661, -0.1235, 0.2633, 0.2626, 0.2647, -0.5969, 0.2382, 0.2203, 0.4618, -0.3133, -0.2328, 0.2523, -0.5755, 0.0182, 0.2426, 0.0010, -0.2609, -0.1991, 0.2535, 0.2481, -0.2312, 0.0760, -0.2300, 0.1822, 0.2835, -0.5764, -0.2378, -0.1708, 0.2519

Record 4
C4H5NO | the ωB97M-V functional and the def2-TZVPD basis

The geometry in XYZ format:
```
11
Properties=species:S:1:pos:R:3:forces:R:3
C -0.473 -1.150 -0.131 -0.28 -0.42 -0.13
O -0.854 -2.248 -0.409 0.08 0.45 0.25
H -1.657 0.593 -0.854 0.38 0.20 0.41
C 0.864 -0.506 0.107 0.16 -0.32 -0.11
C -1.187 0.218 0.065 -0.17 -0.13 0.02
H 0.506 1.343 1.127 -0.65 -0.09 -0.47
C 0.938 0.534 -0.985 0.43 0.03 -0.15
H -1.881 0.254 0.907 0.20 -0.08 0.11
H 1.911 1.031 -0.924 -0.02 0.03 0.22
H 1.654 -0.863 0.770 -0.15 0.10 -0.16
N 0.179 0.794 0.328 0.00 0.24 0.01
```
Forces are in eV/Å.

Summary:
Calculated total energy = -7761.9833 eV
HOMO energy = -7.895 eV
Energy above the lowest of the compared OMol25 structures with the same formula, charge and spin = 104.8 kcal/mol
Kohn-Sham gap = 0.3104 hartree

The natural (NBO) scheme yields these atomic charges, measured in e: 0.5931, -0.5013, 0.2499, -0.2200, -0.3205, 0.4221, -0.4166, 0.2213, 0.1642, 0.2214, -0.4137

Record 5
C4H6N2O | the ωB97M-V functional and the def2-TZVPD basis

The geometry in XYZ format:
```
13
Properties=species:S:1:pos:R:3:forces:R:3
H -2.128 -0.058 1.117 0.07 -0.01 -0.06
N 0.272 -0.944 -0.202 0.16 0.08 0.01
C -0.731 0.104 -0.381 0.19 -0.01 -0.16
H 3.193 -0.464 0.478 -0.05 -0.11 0.03
O 2.496 -1.105 0.247 -0.02 0.22 0.04
H -0.435 2.272 0.145 0.11 -0.15 0.03
C 0.066 1.302 0.126 0.01 0.18 -0.02
C 1.385 1.070 0.371 -0.46 -0.24 -0.03
C 1.410 -0.366 0.144 -0.04 -0.16 -0.03
N -2.016 -0.294 0.137 -0.05 0.25 0.13
H 0.100 -1.929 -0.338 0.07 0.12 -0.06
H -0.848 0.264 -1.461 -0.05 -0.10 0.02
H -2.763 0.147 -0.385 0.06 -0.07 0.10
```
Forces are in eV/Å.

Summary:
Calculated total energy = -9270.4883 eV
HOMO energy = -7.794 eV
Structure (SMILES) = N[C@H]1C=C=C(O)N1
Energy above the lowest of the compared OMol25 structures with the same formula, charge and spin = 69.5 kcal/mol
Kohn-Sham gap = 0.3065 hartree

The natural (NBO) scheme yields these atomic charges, measured in e: 0.3700, -0.5652, 0.0476, 0.5157, -0.6343, 0.1988, -0.2448, -0.4486, 0.5919, -0.8286, 0.4229, 0.2030, 0.3716

Record 6
C19H18N3O4PtS | the ωB97M-V functional and the def2-TZVPD basis

The geometry in XYZ format:
```
46
Properties=species:S:1:pos:R:3:forces:R:3
H 1.024 2.090 0.465 0.02 0.03 -0.01
C -1.372 -3.306 -1.185 -0.12 -0.06 0.21
C -2.492 0.800 -5.224 -0.06 0.02 0.00
C -2.096 -4.365 -0.635 0.04 0.04 -0.13
C 0.881 0.631 2.014 -0.10 -0.28 -0.17
C -3.437 1.460 -4.427 0.01 0.00 0.00
C -2.312 -4.384 0.729 0.01 0.04 0.12
C 1.772 1.259 4.152 -0.01 -0.02 0.01
H -0.689 -1.228 2.717 0.07 -0.12 0.00
O 0.057 0.097 -2.840 -0.18 -0.04 -0.76
H 4.139 -1.053 -0.999 -0.03 -0.03 -0.02
H -0.550 -0.166 -5.156 0.01 -0.01 0.03
H -2.647 0.638 -6.280 -0.01 0.01 0.01
C 3.271 -0.453 -0.733 0.06 0.05 0.03
C 2.739 3.482 4.622 0.02 0.03 -0.06
N -1.136 0.537 -3.320 0.30 -0.06 -0.03
C -1.346 0.348 -4.641 0.03 0.03 -0.02
N -0.888 -2.320 -0.449 -0.11 -0.70 -0.17
H 2.153 -1.093 -2.243 0.02 -0.02 -0.06
C -0.496 -1.239 1.648 -0.21 -0.41 0.03
C 1.171 0.318 3.340 0.07 -0.06 0.03
H -1.178 -3.250 -2.251 -0.01 -0.04 0.00
Pt 0.170 -0.060 -0.887 0.25 1.07 0.23
H -3.903 2.132 -2.442 0.00 0.00 -0.02
H 3.391 0.569 -1.092 -0.03 0.00 0.00
H 3.152 -0.450 0.346 -0.02 0.00 0.00
H 0.964 -0.664 3.743 0.02 0.01 0.00
C -1.801 -3.347 1.504 -0.16 -0.16 0.09
O 3.338 4.576 4.115 -0.04 -0.05 0.03
S -1.612 1.366 -0.846 0.09 -0.42 0.17
C -1.098 -2.344 0.867 0.24 0.58 0.12
H -1.948 -3.323 2.576 0.00 -0.01 -0.02
O 2.079 -1.052 -1.282 -0.03 -0.17 0.13
C 1.854 2.800 2.321 -0.02 0.00 -0.11
C -3.194 1.635 -3.089 0.01 0.02 0.00
H 1.997 1.038 5.187 -0.01 0.00 -0.01
H -4.357 1.827 -4.863 0.01 -0.01 0.00
O 2.709 3.300 5.802 -0.01 -0.03 0.05
H -2.473 -5.156 -1.269 0.01 0.02 0.00
C 1.245 1.863 1.499 -0.05 0.16 0.01
H 2.094 3.765 1.891 -0.03 0.01 0.00
C -2.008 1.158 -2.513 -0.06 0.12 0.05
C 2.116 2.511 3.651 0.04 0.06 0.07
H -2.866 -5.190 1.189 0.00 0.01 0.00
N 0.233 -0.321 1.135 -0.08 0.40 0.21
H 3.349 4.564 3.152 0.02 0.00 -0.04
```
Forces are in eV/Å.

Summary:
Calculated total energy = -46730.8364 eV
HOMO energy = -10.698 eV
Energy above the lowest of the compared OMol25 structures with the same formula, charge and spin = 22.2 kcal/mol
Kohn-Sham gap = 0.2504 hartree
Charge = +1

The natural (NBO) scheme yields these atomic charges, measured in e: 0.2381, 0.0598, -0.2452, -0.2131, 0.0929, -0.1380, -0.1562, -0.1463, 0.2021, -0.5811, 0.1986, 0.2443, 0.2484, -0.2499, 0.7690, -0.0016, 0.0361, -0.4475, 0.5089, 0.1887, -0.2233, 0.2052, 0.8232, 0.2482, 0.1920, 0.1993, 0.2213, -0.1877, -0.6485, -0.0486, 0.0869, 0.2329, -0.7195, -0.1861, -0.2236, 0.2577, 0.2420, -0.5340, 0.2384, -0.1714, 0.2119, 0.0379, -0.1514, 0.2388, -0.4309, 0.4814